Computed, not measured: a molecular structure, C34H94BeNO14 at a distorted geometry, with ωB97M-V with the def2-TZVPD basis set.

XYZ file:
```
144
Properties=species:S:1:pos:R:3:forces:R:3:lowdin_charge:R:1
Be 3.840552 2.466508 -3.184036 -1.1 -0.3 1.7 0.920
C 1.718177 -1.166487 -0.348565 0.2 2.5 -0.2 -0.007
C 0.515191 -0.140285 -0.400931 0.7 -2.2 1.6 -0.447
C -0.136678 -0.332722 0.975017 -1.0 0.1 0.8 -0.132
C -1.089907 0.744240 1.488560 0.5 0.1 0.2 -0.166
C -0.359414 2.075074 1.339681 -1.1 -0.1 0.5 -0.137
C 0.097636 2.358358 -0.097760 -0.6 1.7 1.6 -0.467
N 0.973604 1.263293 -0.484141 2.1 0.1 -3.2 -0.042
O 1.770857 1.527276 -1.556057 -2.0 -0.6 1.5 -0.102
C 0.849283 3.686969 0.051816 1.4 0.4 -1.1 -0.028
C -1.081232 2.603333 -1.049205 -0.1 -0.8 -1.1 -0.002
C -0.347314 -0.609033 -1.563852 0.2 1.0 -0.6 -0.007
H 2.211252 -1.153629 -1.317511 -0.1 -0.7 0.0 0.053
H 1.422695 -2.144423 0.019754 -0.1 0.0 -0.3 0.100
H 2.448192 -0.706961 0.319144 0.1 -0.4 0.2 0.059
H 0.629070 -0.352044 1.754934 0.4 -0.1 -0.3 0.114
H -0.651787 -1.290606 1.070497 0.2 -0.2 -0.5 0.122
H -1.267891 0.521021 2.543391 0.1 0.1 0.1 0.108
H -2.101280 0.756981 1.078355 0.2 0.0 -0.5 0.097
H 0.511963 2.151559 1.993993 0.2 -0.4 0.0 0.119
H -1.007475 2.866128 1.724985 -0.1 0.3 -0.5 0.122
H 1.800421 3.578898 0.579711 -0.1 -0.3 0.3 0.061
H 0.369273 4.518675 0.566742 -0.7 -0.6 0.2 0.102
H 1.107307 4.115086 -0.920582 0.1 -0.1 -0.1 0.069
H -1.371693 3.650168 -1.132712 -0.2 0.0 0.7 0.083
H -1.908643 1.925270 -0.837521 -0.3 0.4 0.3 0.068
H -0.850179 2.355838 -2.089458 0.5 -0.1 0.0 0.091
H 0.293760 -0.669062 -2.446053 -0.1 0.3 -0.2 0.085
H -1.113917 0.145032 -1.733521 -0.4 -0.5 -0.3 0.063
H -0.729609 -1.622944 -1.457122 -0.2 0.2 0.5 0.097
C -4.338337 -0.692116 3.600498 0.5 -1.0 0.9 -0.088
C -5.791268 -0.885410 3.268730 0.2 -0.8 -1.1 -0.351
O -6.513300 -0.593546 4.426944 -0.5 0.3 0.7 -0.059
H -3.580610 -0.913214 2.845713 -0.4 0.9 -0.7 0.053
H -4.066904 -1.504727 4.282203 -0.2 0.3 0.6 0.065
H -4.264553 0.254854 4.134764 0.6 0.1 -0.3 0.080
H -5.951440 -1.928091 2.975833 -0.1 0.0 -0.1 0.115
H -6.114543 -0.262545 2.427368 0.0 0.1 0.1 0.101
H -7.222441 -1.226389 4.553357 0.0 0.0 -0.1 0.089
C -0.009371 7.837915 -0.899911 0.2 -1.1 0.0 -0.079
C -1.555409 7.855873 -0.974400 0.7 1.1 -0.4 -0.310
O -2.085633 8.134892 0.307247 -0.2 -0.5 0.0 -0.065
H 0.516046 7.840487 -1.857239 -0.4 0.2 -0.3 0.062
H 0.313737 6.902805 -0.430478 -0.1 -0.2 0.1 0.041
H 0.485913 8.583403 -0.279083 -0.7 0.5 -0.1 0.075
H -1.981402 6.968718 -1.450173 0.3 -0.4 0.4 0.098
H -1.924980 8.635360 -1.645179 0.3 0.3 0.1 0.107
H -2.463153 7.323859 0.657157 -0.1 0.1 0.2 0.079
O 2.059154 4.292513 -3.409558 0.4 -0.3 -0.1 -0.084
H 1.121525 4.343318 -3.196209 0.0 -0.2 0.0 0.048
H 2.226297 5.059807 -3.967926 0.1 0.0 0.0 0.064
O 3.902817 3.493466 -0.996683 0.6 -0.1 -0.8 -0.099
H 3.119817 3.328046 -0.457765 -0.1 -0.2 -0.3 -0.017
H 4.646997 3.223385 -0.439173 0.1 0.1 0.2 0.044
O 3.123244 -0.048717 -3.429681 -0.2 0.9 -0.5 -0.128
H 3.564702 -0.885363 -3.175165 0.3 0.4 0.4 -0.002
H 2.401331 0.054895 -2.795930 0.0 0.2 0.1 -0.026
O -2.265257 3.129699 4.552434 0.1 0.0 0.0 -0.046
H -2.041485 2.579977 5.309500 -0.1 0.0 0.1 0.041
H -1.928335 2.645991 3.795004 0.0 -0.1 -0.1 -0.006
C -4.466326 -0.629039 -0.809138 -0.5 -0.7 -0.2 -0.046
C -4.800817 -0.758575 -2.314887 0.0 0.1 1.1 -0.490
C -3.837706 -1.653515 -3.021344 0.8 -1.0 -1.3 -0.069
O -6.073803 -1.361024 -2.473613 -0.2 -0.3 -0.1 -0.037
H -4.447728 -1.641092 -0.397547 -0.1 -0.1 0.0 0.085
H -5.285427 -0.116116 -0.303221 0.2 0.3 0.1 0.069
H -3.496174 -0.201785 -0.552253 0.0 0.4 -0.3 0.045
H -4.805647 0.235012 -2.772797 0.1 0.1 -0.1 0.130
H -4.083437 -1.790118 -4.077774 0.0 0.7 -0.1 0.088
H -3.837704 -2.714786 -2.758602 -0.3 0.2 1.0 0.079
H -2.797385 -1.333638 -2.950984 -0.1 0.3 0.0 0.061
H -6.794120 -0.808101 -2.158967 0.2 0.2 0.1 0.093
C 0.800419 -4.783964 -3.222502 -0.4 0.6 0.4 -0.072
C -0.420245 -5.703461 -3.327390 0.0 0.9 -0.8 -0.496
C -1.599064 -5.045462 -4.070895 0.3 -1.1 1.1 -0.041
O 0.018876 -6.801836 -4.095513 -0.5 -0.9 0.0 -0.048
H 1.378838 -4.835971 -4.144102 0.1 -0.3 0.1 0.083
H 1.359467 -5.088499 -2.335551 0.5 0.0 -0.2 0.072
H 0.572380 -3.720046 -3.109186 -0.3 0.0 0.2 0.063
H -0.757659 -5.977211 -2.323308 0.0 -0.3 0.0 0.132
H -1.950505 -4.273268 -3.384667 0.2 0.8 -0.7 0.060
H -2.465249 -5.707765 -4.114950 0.2 -0.4 -0.2 0.081
H -1.276498 -4.811161 -5.083105 -0.2 0.6 0.1 0.090
H 0.697633 -7.282470 -3.612294 0.0 0.0 0.0 0.093
C -4.622650 4.237062 -2.713311 0.8 -0.5 0.9 -0.039
C -5.673276 4.035898 -1.587035 -0.3 -0.9 -0.4 -0.491
C -5.182319 3.604365 -0.200439 0.2 0.5 -1.4 -0.039
O -6.507123 5.165431 -1.360581 0.4 0.2 -0.5 -0.048
H -3.598915 4.316042 -2.330515 -0.1 1.0 0.4 0.045
H -4.885478 5.073082 -3.357702 0.2 0.0 0.0 0.078
H -4.414003 3.335250 -3.295300 -1.0 -0.1 -0.3 0.066
H -6.344174 3.261320 -1.976407 0.0 -0.3 0.2 0.124
H -4.631770 2.665562 -0.270087 -0.2 -0.1 0.2 0.059
H -6.085130 3.537958 0.401596 0.3 -0.1 0.4 0.086
H -4.490284 4.380156 0.130933 -0.2 0.0 0.4 0.076
H -6.963888 5.280741 -2.200444 -0.2 0.4 0.2 0.090
C 3.541879 1.430186 1.849905 0.9 -1.0 0.5 -0.049
C 3.998038 2.730328 2.506553 -0.1 -0.6 0.3 -0.475
C 4.322180 2.652286 4.001878 -0.1 -0.3 -0.2 -0.038
O 5.235786 3.123616 1.887950 -0.8 0.3 -0.5 -0.058
H 3.515170 1.385554 0.760144 -0.1 0.6 0.0 0.060
H 2.626132 0.968051 2.219561 -0.2 0.6 0.2 0.073
H 4.302302 0.687558 2.116172 0.1 -0.1 0.0 0.075
H 3.240588 3.508769 2.367149 0.0 0.1 -0.1 0.124
H 3.435985 2.582942 4.632373 0.0 0.2 0.0 0.086
H 4.918837 3.537477 4.225882 -0.4 0.2 0.4 0.082
H 4.992302 1.826493 4.245522 -0.1 -0.2 -0.2 0.087
H 5.312555 4.016036 2.244279 0.8 0.1 -0.4 0.094
C 4.909591 -2.849743 -4.406787 -0.2 0.6 -1.1 -0.037
C 4.368931 -3.170731 -3.058005 0.6 -2.5 1.2 -0.464
C 5.081119 -4.312076 -2.255921 0.0 0.0 0.1 -0.028
O 4.423843 -2.022725 -2.236144 -0.3 0.4 -0.3 -0.078
H 4.507577 -3.508083 -5.178053 0.3 -0.4 0.2 0.092
H 5.993863 -2.786007 -4.491374 0.0 -0.2 0.2 0.094
H 4.508863 -1.887407 -4.736555 0.1 0.2 0.1 0.072
H 3.357469 -3.580344 -3.148698 -0.3 0.7 -0.2 0.110
H 4.387663 -4.725644 -1.518566 -0.1 0.2 0.1 0.069
H 5.926831 -3.919966 -1.687559 0.1 0.1 -0.2 0.074
H 5.435606 -5.199374 -2.781417 -0.1 0.3 -0.6 0.083
H 4.409543 -2.278505 -1.307659 0.2 0.2 0.2 0.064
C -1.071480 -3.203610 4.036203 0.0 0.6 -0.8 -0.046
C -1.685974 -4.534061 4.453085 0.3 -0.2 0.7 -0.495
C -0.912383 -5.386891 5.443276 0.7 0.0 0.2 -0.065
O -2.880785 -4.207514 5.120982 -1.2 0.5 -0.3 -0.055
H -0.653949 -3.235840 3.026200 0.8 -0.5 0.3 0.064
H -0.388562 -2.760221 4.760737 0.2 -0.3 0.0 0.084
H -1.799141 -2.412530 3.836464 -0.6 -0.4 0.6 0.052
H -1.821087 -5.178687 3.577533 -0.5 0.3 -0.2 0.132
H 0.104329 -5.613712 5.115818 0.0 -0.1 -0.1 0.080
H -1.449784 -6.323063 5.605334 0.1 -0.1 -0.2 0.078
H -0.859358 -4.921502 6.428581 0.1 0.3 -0.1 0.085
H -3.389944 -4.993396 5.339181 0.1 -0.1 0.0 0.094
C 3.823408 -2.882068 1.804373 -0.2 -0.1 0.0 -0.061
C 5.297799 -2.517442 1.821338 -1.0 0.6 -0.1 -0.464
C 6.271121 -3.669040 1.884135 -0.1 0.2 -1.0 -0.037
O 5.519619 -1.743086 0.607341 0.1 -0.2 0.4 -0.065
H 3.541364 -3.407228 2.717963 0.0 -0.3 -0.2 0.089
H 3.542672 -3.439375 0.907980 0.1 -0.3 0.1 0.077
H 3.210458 -1.981605 1.784672 0.2 0.1 0.1 0.046
H 5.378958 -1.909358 2.726077 0.5 0.4 -0.2 0.133
H 5.798950 -4.557653 2.299211 0.4 0.1 0.5 0.085
H 7.196931 -3.337381 2.350395 -0.1 -0.4 0.3 0.084
H 6.531992 -3.912372 0.852005 0.0 -0.1 0.0 0.073
H 5.783664 -0.840637 0.804641 0.1 -0.1 0.1 0.085
```
Positions in Å, forces in eV/Å.

Its net charge is +1. For the HOMO energy, the calculation gives -9.798 eV. Its spin multiplicity is 1. The calculation puts the energy relative to the best compared isomer or geometry (same formula, charge and spin) at 0.00 kcal per mole. For the total energy, the calculation gives -67324.5101 eV.